[1]
Computed, not measured: a cluster of 2 separate species, C3H9NS in total at a distorted geometry, with ωB97M-V/def2-TZVPD.

```
14
C3H9NS | the OMol25 dataset | ωB97M-V/def2-TZVPD
C -0.088 2.948 0.030
N -0.646 1.939 0.722
H -0.662 3.638 -0.472
H 0.943 2.853 -0.303
H -1.520 1.699 0.229
C -0.742 -1.611 -0.075
C 0.658 -1.227 0.550
S 1.961 -0.870 -0.722
H -1.296 -0.736 -0.196
H -0.565 -2.084 -1.024
H -1.241 -2.292 0.531
H 0.547 -0.382 1.223
H 1.042 -2.044 1.125
H 1.610 -1.831 -1.618
```

Output
Kohn-Sham gap (eV): 9.25
Energy above the lowest of the compared OMol25 structures with the same formula, charge and spin (kcal/mol): 54.6
Calculated total energy (Ha): -572.55301
Charge: 0
Spin multiplicity: 1

[2]
Computed, not measured: a cluster of 2 separate species, C3H9NS2 in total at a distorted geometry, with ωB97M-V/def2-TZVPD.

```
15
C3H9NS2 | the OMol25 dataset | ωB97M-V/def2-TZVPD
C -1.483 -1.956 -0.111
S -2.549 -0.849 0.765
S -1.132 -0.185 2.384
H -0.420 -1.752 -0.048
H -1.677 -3.019 0.083
H -1.870 -1.911 -1.138
H -0.214 0.663 1.884
C 1.847 0.655 0.097
C 0.152 1.688 -1.089
N 0.455 0.822 -0.214
H 2.552 0.529 -0.765
H 2.352 1.548 0.453
H 2.001 -0.206 0.746
H -0.882 2.009 -1.181
H 0.869 1.965 -1.864
```

Output
Kohn-Sham gap (spin up / spin down) (eV): 3.54 / 6.58
Energy above the lowest of the compared OMol25 structures with the same formula, charge and spin (kcal/mol): 53.7
Calculated total energy (Ha): -970.74880
Charge: -1
Spin multiplicity: 2

[3]
Computed, not measured: a cluster of 2 separate species, C3H9NS2 in total, with ωB97M-V/def2-TZVPD.

```
15
C3H9NS2 | the OMol25 dataset | ωB97M-V/def2-TZVPD
C -1.104 0.993 0.079
N -2.254 0.607 -0.297
S -3.572 1.621 0.122
H -0.255 0.360 -0.179
H -0.896 1.909 0.641
H -4.504 0.845 -0.453
C 3.854 -1.120 0.560
S 2.178 -0.602 0.141
C 1.665 -2.044 -0.816
H 3.848 -2.037 1.151
H 4.461 -1.269 -0.334
H 4.307 -0.324 1.157
H 2.300 -2.181 -1.694
H 1.692 -2.951 -0.208
H 0.638 -1.877 -1.147
```

Output
Kohn-Sham gap (eV): 9.67
Energy above the lowest of the compared OMol25 structures with the same formula, charge and spin (kcal/mol): 34.2
Calculated total energy (Ha): -970.77721
Charge: 0
Spin multiplicity: 1

[4]
Computed, not measured: the molecule C3H9NS2 at a distorted geometry, with ωB97M-V/def2-TZVPD.

```
15
C3H9NS2 | the OMol25 dataset | ωB97M-V/def2-TZVPD
C 1.357 2.266 -1.281
S 1.215 2.022 0.561
S -0.886 1.526 0.582
C -0.917 -0.162 -0.030
C -0.185 -1.209 0.883
N -0.942 -2.418 1.128
H 1.600 3.300 -1.512
H 2.015 1.443 -1.542
H 0.399 2.055 -1.765
H -0.648 -0.351 -1.072
H -2.006 -0.323 0.070
H 0.126 -0.680 1.788
H 0.669 -1.504 0.264
H -1.449 -2.849 0.375
H -0.350 -3.115 1.548
```

Output
Kohn-Sham gap (eV): 9.29
Energy above the lowest of the compared OMol25 structures with the same formula, charge and spin (kcal/mol): 17.8
Calculated total energy (Ha): -970.80330
Charge: 0
Spin multiplicity: 1